The following is a DFT calculation (ωB97M-V/def2-TZVPD) of a structure of composition C47H46BrGeHfN9O4 at a distorted geometry.

CARTESIAN COORDINATES (ANGSTROEM)
1 Hf -0.3290 -0.2732 0.0582
2 C -1.3987 0.5244 4.1070
3 C -0.0413 0.3303 3.5504
4 N 0.2593 0.1372 2.2668
5 C 1.6409 0.0212 2.2055
6 C 2.1564 0.1430 3.4799
7 N 1.0777 0.3294 4.2926
8 C 3.5209 0.1125 4.1470
9 O 4.5701 0.0164 3.3833
10 O 3.5349 0.1865 5.3430
11 C 2.3676 -0.2059 0.9280
12 O 3.5826 -0.2302 0.9112
13 O 1.6311 -0.3885 -0.1269
14 H -2.1369 0.5592 3.3101
15 H -1.4514 1.4455 4.6866
16 H -1.6592 -0.2849 4.7886
17 H 1.1873 0.4491 5.2952
18 H 4.4004 -0.0580 2.4097
19 Br 0.3433 0.3414 -6.9819
20 C 0.1647 0.1835 -5.1170
21 C 0.4900 -1.0039 -4.4609
22 C 0.3486 -1.0682 -3.0921
23 N -0.1160 -0.0610 -2.3305
24 C -0.4291 1.0759 -2.9753
25 C -0.2970 1.2457 -4.3376
26 H 0.8521 -1.8559 -5.0129
27 H 0.6237 -1.9733 -2.5700
28 H -0.8171 1.8881 -2.3716
29 H -0.5509 2.1863 -4.7974
30 N 0.9341 7.1762 -0.6058
31 C 0.5485 8.4578 -0.3334
32 C 0.9981 9.6982 -0.7705
33 C 0.3492 10.8185 -0.2679
34 C -0.7273 10.7119 0.6198
35 C -1.1931 9.4853 1.0533
36 C -0.5613 8.3355 0.5523
37 N -0.8162 7.0284 0.7621
38 C 0.0887 6.3440 0.0815
39 C 0.1227 4.9065 0.0843
40 C -0.8945 4.2100 0.7611
41 C -0.9041 2.8382 0.7457
42 N 0.0117 2.0871 0.1001
43 C 1.0084 2.7530 -0.5107
44 C 1.1082 4.1286 -0.5405
45 H 1.6994 6.9179 -1.2067
46 H 1.7981 9.7920 -1.4881
47 H 0.6818 11.7991 -0.5731
48 H -1.1969 11.6155 0.9759
49 H -1.9932 9.4009 1.7715
50 H -1.6523 4.7778 1.2749
51 H -1.6866 2.2970 1.2703
52 H 1.7592 2.1446 -1.0017
53 H 1.9490 4.5808 -1.0412
54 C 1.8488 -5.4024 -0.6496
55 C 1.6302 -4.2009 -1.5558
56 N 1.0160 -3.1150 -0.7854
57 C 0.1326 -3.4062 0.2258
58 N -0.3681 -2.3485 0.8663
59 C -1.2018 -2.6727 2.0283
60 C -2.1609 -3.8113 1.6930
61 C -1.3315 -5.0310 1.3194
62 N -0.2181 -4.6657 0.4590
63 C 0.4890 -5.8075 -0.1054
64 H 2.5240 -5.1296 0.1633
65 H 2.2852 -6.2316 -1.2026
66 H 0.9641 -4.4763 -2.3809
67 H 2.5640 -3.8389 -1.9836
68 H 1.6567 -2.3568 -0.5592
69 H -1.7534 -1.7751 2.3216
70 H -0.5678 -2.9752 2.8718
71 H -2.8012 -3.5208 0.8552
72 H -2.7931 -4.0439 2.5499
73 H -1.9483 -5.7650 0.7882
74 H -0.9326 -5.5214 2.2148
75 H -0.1210 -6.2426 -0.9044
76 H 0.5955 -6.5586 0.6817
77 C -4.1763 -0.1147 1.4978
78 Ge -2.9273 0.0583 -0.0822
79 C -3.6108 1.6981 -1.0046
80 C -3.4723 1.8229 -2.3887
81 C -3.8852 2.9643 -3.0504
82 C -4.4598 4.0074 -2.3363
83 C -4.6237 3.8947 -0.9632
84 C -4.1990 2.7540 -0.3070
85 C -3.5259 -1.4624 -1.2558
86 C -2.5656 -2.3618 -1.6783
87 C -2.9068 -3.5635 -2.3076
88 C -4.2314 -3.8936 -2.4870
89 C -5.2465 -2.9992 -2.0986
90 C -6.6168 -3.3094 -2.2574
91 C -7.5942 -2.3989 -1.9339
92 C -7.2390 -1.1353 -1.4533
93 C -5.9145 -0.8112 -1.2704
94 C -4.8872 -1.7401 -1.5316
95 H -5.2071 -0.1409 1.1507
96 H -4.0968 0.7193 2.1920
97 H -4.0014 -1.0351 2.0503
98 H -3.0581 0.9960 -2.9549
99 H -3.7710 3.0387 -4.1218
100 H -4.7968 4.8926 -2.8520
101 H -5.0918 4.6941 -0.4077
102 H -4.3528 2.6714 0.7607
103 H -1.5099 -2.1380 -1.5012
104 H -2.1314 -4.2358 -2.6459
105 H -4.5056 -4.8339 -2.9454
106 H -6.8828 -4.2885 -2.6269
107 H -8.6354 -2.6493 -2.0544
108 H -8.0027 -0.4068 -1.2308
109 H -5.6291 0.1894 -0.9751

2S+1   2
LUMO (spin up / spin down)   -0.319 / -0.428 hartree
Net charge   +3
M   1131.95 g mol⁻¹
Expectation value of S²   0.766
Orbital gap (spin up / spin down)   5.5 / 2.4 eV
F_max   5.0 eV Å⁻¹
Calculated total energy   -198933.0319 eV

Results of the Mulliken charge analysis, in e, for atoms 1 through 6: Hf -0.48; C -1.33; C -0.23; N 0.99; C -0.39; C 0.31

=====

The following is a DFT calculation (ωB97M-V/def2-TZVPD) of a structure of composition C47H46N7O3PRbS4.

CARTESIAN COORDINATES (ANGSTROEM)
1 Rb -0.8360 -0.4445 -0.7229
2 N 0.2267 -1.9673 -3.2249
3 C 1.2752 -2.8699 -3.4245
4 C 1.6953 -3.2021 -4.7140
5 C 2.7708 -4.0533 -4.9107
6 C 3.4394 -4.5985 -3.8250
7 C 3.0254 -4.2739 -2.5382
8 C 1.9548 -3.4127 -2.3129
9 P 1.4603 -2.7607 -0.6751
10 C 2.7667 -3.2907 0.4794
11 C 3.5965 -2.3009 0.9999
12 C 4.5935 -2.6273 1.9105
13 C 4.7622 -3.9435 2.3129
14 C 3.9303 -4.9372 1.8101
15 C 2.9337 -4.6104 0.9012
16 C 0.0802 -3.8812 -0.2145
17 C -0.3682 -3.8631 1.1136
18 C -1.4697 -4.6219 1.4822
19 C -2.1491 -5.3903 0.5428
20 C -1.7113 -5.4113 -0.7732
21 C -0.6000 -4.6639 -1.1490
22 H -0.4286 -2.2304 -2.5019
23 H -0.2616 -1.6379 -4.0450
24 H 1.1699 -2.7780 -5.5645
25 H 3.0846 -4.2927 -5.9197
26 H 4.2807 -5.2636 -3.9759
27 H 3.5602 -4.6762 -1.6869
28 H 3.4294 -1.2685 0.7134
29 H 5.2210 -1.8469 2.3230
30 H 5.5307 -4.1958 3.0342
31 H 4.0497 -5.9633 2.1369
32 H 2.2670 -5.3785 0.5252
33 H 0.1380 -3.2469 1.8521
34 H -1.8077 -4.5979 2.5126
35 H -3.0197 -5.9648 0.8361
36 H -2.2347 -6.0071 -1.5137
37 H -0.2518 -4.7109 -2.1761
38 O 0.9615 -1.5793 3.5423
39 C 0.9912 -0.7154 2.6536
40 O 0.6320 -0.8514 1.4484
41 C 1.4508 0.6917 3.0389
42 C 2.4814 0.7891 3.9649
43 C 3.0366 2.0124 4.3153
44 C 2.5346 3.1668 3.7375
45 C 1.4835 3.0965 2.8312
46 C 0.9242 1.8703 2.4717
47 S -0.4437 1.7224 1.3422
48 H 2.8354 -0.1357 4.4040
49 H 3.8506 2.0626 5.0296
50 H 2.9527 4.1351 3.9896
51 H 1.1042 4.0052 2.3915
52 C -2.3810 -0.8122 3.0997
53 C -3.3535 -1.5891 2.2817
54 N -3.2402 -1.8281 1.0088
55 C -4.2868 -2.5897 0.5375
56 C -5.2261 -2.9159 1.4687
57 S -4.7822 -2.2699 2.9865
58 C -4.3243 -3.0513 -0.8605
59 C -5.2418 -3.9399 -1.3347
60 S -4.9435 -4.2587 -2.9835
61 C -3.6127 -3.1550 -2.9556
62 N -3.4017 -2.6171 -1.7913
63 C -2.8100 -2.9212 -4.1944
64 H -1.3806 -1.0019 2.7224
65 H -2.4195 -1.0986 4.1507
66 H -2.5749 0.2580 3.0124
67 H -6.1257 -3.4966 1.3380
68 H -6.0441 -4.4200 -0.7969
69 H -3.3396 -3.2888 -5.0735
70 H -1.8589 -3.4538 -4.1280
71 H -2.6089 -1.8553 -4.3256
72 N -1.5737 2.4167 -3.6647
73 C -0.8600 2.3917 -4.8326
74 C -0.9981 1.1189 -5.3154
75 N -1.7646 0.3591 -4.4537
76 C -2.0861 1.1831 -3.4778
77 H -1.5443 3.0929 -2.9015
78 H -0.3197 3.2472 -5.2004
79 H -0.5904 0.7051 -6.2244
80 H -2.6426 0.9707 -2.5801
81 C -0.5457 5.2649 5.1237
82 C -0.9964 5.3016 3.6660
83 C -1.6686 3.9966 3.2462
84 N -2.0624 3.9746 1.8394
85 C -1.2010 3.3460 0.8425
86 S -2.2318 2.8065 -0.5642
87 N -0.2206 4.3714 0.4700
88 C 0.7526 4.2490 -0.4710
89 O 1.2085 3.1981 -0.8758
90 C 1.3535 5.5585 -0.9282
91 C 0.6069 6.7159 -1.1258
92 C 1.2180 7.8739 -1.5913
93 C 2.5798 7.8839 -1.8544
94 C 3.3276 6.7275 -1.6687
95 C 2.7144 5.5685 -1.2185
96 H -0.0738 6.2023 5.4256
97 H 0.1764 4.4571 5.2764
98 H -1.3928 5.0859 5.7928
99 H -0.1330 5.4908 3.0237
100 H -1.6965 6.1251 3.4960
101 H -2.5729 3.8743 3.8484
102 H -1.0209 3.1520 3.4960
103 H -2.9780 3.5748 1.7031
104 H -0.5840 5.2922 0.6521
105 H -0.4644 6.7113 -0.9559
106 H 0.6260 8.7656 -1.7556
107 H 3.0567 8.7883 -2.2127
108 H 4.3903 6.7295 -1.8810
109 H 3.2694 4.6474 -1.0888

LUMO   0.070 hartree
Net charge   -1
M   1001.64 g mol⁻¹
Orbital gap   6.6 eV
F_max   0.5 eV Å⁻¹
Calculated total energy   -119349.9772 eV

Results of the Mulliken charge analysis, in e, for atoms 1 through 6: Rb 1.38; N 0.45; C -0.38; C -0.92; C -0.61; C -0.90